{
  "formula": "C19H24N2O5S2",
  "method": "ωB97M-V with the def2-TZVPD basis set",
  "orbital_gap_ev": 8.86,
  "e_above_lowest_kcal_mol": 25.17,
  "smiles": "CCOC(=O)c1sc(NC(=O)c2cccc(S(=O)(=O)N(CC)CC)c2)cc1C",
  "symbols": ["C", "C", "O", "C", "O", "C", "S", "C", "N", "C", "O", "C", "C", "C", "C", "C", "S", "O", "O", "N", "C", "C", "C", "C", "C", "C", "C", "C", "H", "H", "H", "H", "H", "H", "H", "H", "H", "H", "H", "H", "H", "H", "H", "H", "H", "H", "H", "H", "H", "H", "H", "H"],
  "xyz": [[1.539942, 4.413089, -0.869332], [2.591555, 3.889247, 0.098844], [2.282614, 2.572332, 0.552998], [2.645700, 1.550187, -0.244123], [3.198310, 1.692405, -1.309837], [2.261698, 0.279250, 0.350661], [1.544014, 0.284711, 1.932548], [1.320451, -1.433621, 1.854656], [0.724974, -2.126086, 2.895360], [-0.261822, -3.071590, 2.765537], [-0.536814, -3.822412, 3.670689], [-0.993199, -3.034884, 1.463786], [-1.214254, -4.201803, 0.739489], [-1.944526, -4.165980, -0.436586], [-2.483087, -2.968852, -0.883367], [-2.281171, -1.818916, -0.144699], [-3.079523, -0.280333, -0.620289], [-4.125105, -0.054245, 0.335023], [-3.443842, -0.354774, -2.007801], [-1.864595, 0.845312, -0.346792], [-0.994426, 1.096968, -1.481356], [-0.432214, -0.185339, -2.072956], [-2.246465, 2.030662, 0.401563], [-1.250297, 2.350528, 1.510822], [-1.544431, -1.836302, 1.020324], [1.772546, -1.953511, 0.673892], [2.323420, -0.984940, -0.191518], [2.927590, -1.325287, -1.508667], [0.556340, 4.403028, -0.405270], [1.518791, 3.796909, -1.765265], [1.786576, 5.432315, -1.152095], [2.631245, 4.496948, 1.004923], [3.573411, 3.872898, -0.385283], [1.090231, -1.992863, 3.830746], [-0.808649, -5.132293, 1.107441], [-2.104644, -5.073173, -0.998793], [-3.064518, -2.909016, -1.789861], [-1.536682, 1.650328, -2.261285], [-0.173082, 1.722118, -1.120244], [-1.214661, -0.738506, -2.582641], [0.348154, 0.063242, -2.788098], [-0.007160, -0.808026, -1.290679], [-2.347833, 2.888174, -0.276681], [-3.224131, 1.821332, 0.837504], [-0.247793, 2.494385, 1.116519], [-1.557918, 3.259714, 2.020666], [-1.219562, 1.542802, 2.236683], [-1.427085, -0.919483, 1.575748], [1.725593, -3.001194, 0.436461], [3.091787, -0.427507, -2.095487], [2.285360, -2.014433, -2.053001], [3.889189, -1.813514, -1.350877]],
  "atomic_forces_ev_per_a": [[0.20, -0.30, 0.23], [0.16, 0.48, -0.35], [-0.11, -0.14, 0.16], [0.23, 0.07, -0.30], [-0.06, 0.12, 0.08], [-0.22, -0.42, 0.38], [-0.05, -0.68, -0.22], [0.53, 0.59, -0.52], [0.10, 0.21, 0.64], [-0.04, 0.03, -0.06], [-0.06, -0.18, 0.03], [-0.47, -0.03, -0.19], [0.07, 0.11, 0.14], [0.00, 0.04, 0.02], [-0.09, 0.08, -0.14], [-0.22, 0.41, -0.13], [0.14, -0.13, 0.23], [0.11, 0.08, 0.24], [0.24, -0.03, 0.00], [-0.80, -0.73, -0.12], [0.31, -0.18, -0.50], [0.12, 0.19, -0.06], [-0.27, 0.31, 0.52], [-0.22, -0.03, -0.29], [0.04, -0.22, 0.15], [-0.01, 0.11, 0.39], [0.06, 0.55, 0.10], [0.01, 0.08, -0.13], [-0.11, 0.04, 0.03], [-0.01, 0.00, -0.08], [-0.01, 0.13, -0.05], [0.04, -0.09, -0.10], [-0.12, 0.04, 0.16], [-0.08, -0.16, -0.11], [0.03, -0.10, 0.04], [-0.02, -0.06, -0.06], [-0.05, -0.06, -0.14], [0.09, 0.06, 0.10], [-0.08, 0.02, 0.03], [0.09, -0.09, -0.12], [0.08, -0.02, -0.09], [0.09, -0.05, 0.02], [-0.04, -0.11, -0.01], [0.08, 0.28, -0.02], [0.12, 0.04, 0.00], [-0.01, 0.13, 0.08], [0.01, -0.07, 0.09], [0.15, 0.10, 0.12], [-0.02, -0.21, -0.03], [0.03, -0.07, -0.08], [-0.04, -0.08, -0.06], [0.07, -0.05, -0.04]],
  "mulliken_charge": [-0.99, -0.41, -0.36, 0.29, -0.66, 0.96, -0.18, -0.15, -0.04, -0.08, -0.62, 0.03, -0.48, -0.90, -0.36, -0.25, 1.36, -0.77, -0.68, 0.42, -0.10, -1.17, -0.75, -0.88, 0.38, 0.03, -0.29, -1.62, 0.21, 0.26, 0.42, 0.33, 0.38, 0.27, 0.49, 0.42, 0.55, 0.26, -0.10, 0.47, 0.44, 0.07, 0.37, 0.47, -0.06, 0.48, 0.28, 0.48, 0.62, 0.38, 0.36, 0.41]
}

---

{
  "formula": "C19H24N5O4",
  "method": "ωB97M-V with the def2-TZVPD basis set",
  "orbital_gap_ev": 8.43,
  "total_charge": 1,
  "symbols": ["O", "O", "O", "O", "C", "C", "C", "C", "C", "C", "C", "C", "C", "C", "C", "C", "C", "C", "N", "N", "N", "N", "N", "C", "C", "C", "C", "C", "H", "H", "H", "H", "H", "H", "H", "H", "H", "H", "H", "H", "H", "H", "H", "H", "H", "H", "H", "H", "H", "H", "H", "H"],
  "xyz": [[-2.046569, 2.779433, -0.024330], [-1.388623, -6.263023, 1.099574], [0.788349, -3.106649, -2.059517], [0.326547, 2.437011, -1.429599], [-1.271518, 3.738911, -0.032069], [-0.181538, -6.332766, 1.286721], [1.103360, -4.026120, -1.311902], [0.018266, 3.602267, -0.744780], [-0.170647, -0.606200, 0.232974], [0.900316, 4.674932, -0.722248], [-0.610789, -1.901111, 0.219006], [-2.104858, -0.669870, -0.850842], [-3.075269, 6.400794, 1.972918], [-2.127708, 7.428043, 1.939623], [-2.814363, 5.183140, 1.334382], [-0.917934, 7.234499, 1.265517], [-1.597485, 4.989010, 0.657268], [-0.652430, 6.020788, 0.627618], [-1.118625, 0.146882, -0.433896], [0.559051, 5.844584, -0.036516], [2.159998, -4.813489, -1.550753], [0.678894, -5.455706, 0.760137], [-1.816824, -1.928880, -0.461846], [0.392336, -7.435148, 2.145421], [2.246339, 4.638868, -1.402620], [3.057754, -4.675519, -2.699135], [0.081636, -3.082632, 0.856654], [0.244313, -4.309204, -0.063863], [1.003360, 2.606857, -2.110081], [0.736227, -0.236371, 0.696217], [-2.999238, -0.347344, -1.376418], [-4.017110, 6.549071, 2.493915], [-2.331458, 8.374017, 2.434739], [-3.558099, 4.389836, 1.364310], [-0.188908, 8.037154, 1.244769], [-1.113727, 1.172740, -0.532410], [1.197855, 6.638003, -0.064155], [2.312110, -5.593396, -0.934609], [1.649952, -5.544507, 1.015771], [-2.380943, -2.754451, -0.628018], [0.830016, -7.010022, 3.046701], [-0.413500, -8.114350, 2.424498], [1.146464, -7.986475, 1.587297], [2.476180, 3.656808, -1.822308], [3.032309, 4.886573, -0.682677], [2.272311, 5.373287, -2.213430], [4.052619, -5.048281, -2.449167], [2.666278, -5.244759, -3.544653], [3.140950, -3.626928, -2.994737], [1.067393, -2.769056, 1.205409], [-0.503202, -3.371015, 1.733014], [-0.739820, -4.550236, -0.467873]],
  "atomic_forces_ev_per_a": [[-0.16, -0.59, -0.07], [0.35, 0.38, -0.18], [-0.11, -0.13, 0.51], [-0.35, 0.24, 0.24], [0.42, -1.01, -0.60], [-1.85, -1.19, 0.64], [-0.13, 0.52, -0.40], [0.83, 2.47, 0.35], [-0.70, -0.70, -0.17], [-0.93, -0.31, 0.50], [0.93, 0.04, 0.26], [0.59, 0.50, 0.39], [0.05, -0.81, -0.37], [0.77, -0.32, -0.52], [-0.17, 0.73, 0.39], [-0.74, 0.46, 0.57], [0.55, 0.01, -0.27], [0.38, 0.15, -0.14], [-0.60, -1.30, -0.14], [0.15, -0.74, -0.50], [0.57, -0.35, 0.38], [0.99, 1.27, -1.24], [0.53, 0.99, 0.23], [-0.03, 0.07, -0.15], [-0.29, 0.35, 0.19], [-0.29, 0.11, -0.10], [-0.41, 0.34, -0.56], [0.09, -0.51, 0.51], [-0.59, -0.05, 0.47], [-0.35, 0.21, -0.30], [0.34, -0.14, 0.16], [0.16, -0.06, -0.10], [0.09, -0.16, -0.11], [0.29, 0.08, -0.11], [0.02, -0.07, -0.04], [-0.42, -0.02, -0.04], [-0.28, -0.50, -0.02], [-0.03, -0.05, -0.13], [-0.05, 0.18, 0.07], [0.08, 0.28, -0.06], [0.15, -0.06, 0.06], [0.11, 0.16, -0.07], [0.17, -0.06, 0.10], [0.04, 0.22, 0.14], [-0.04, -0.04, -0.13], [0.08, -0.07, 0.06], [-0.20, 0.00, 0.10], [0.09, 0.08, -0.02], [-0.14, -0.17, 0.15], [-0.10, 0.16, 0.02], [0.08, -0.25, -0.05], [0.03, -0.34, 0.12]],
  "mulliken_charge": [-0.93, -0.63, -0.66, -0.66, 1.02, 0.68, 0.28, 0.41, -0.69, 0.36, 0.40, -0.31, -0.60, -0.50, -0.57, -0.76, 0.61, 0.10, 0.22, -0.06, -0.13, -0.36, 0.07, -1.20, -1.60, -0.90, -0.97, 0.32, 0.24, 0.40, 0.43, 0.40, 0.40, 0.42, 0.35, 0.30, 0.23, 0.16, 0.32, 0.26, 0.32, 0.33, 0.35, 0.35, 0.37, 0.36, 0.34, 0.30, 0.33, 0.34, 0.38, 0.40]
}

---

{
  "formula": "C19H24N5O4S",
  "method": "ωB97M-V with the def2-TZVPD basis set",
  "orbital_gap_ev": 7.17,
  "total_charge": -1,
  "symbols": ["O", "O", "O", "O", "N", "S", "C", "C", "C", "C", "C", "C", "C", "C", "C", "C", "C", "C", "N", "N", "N", "N", "C", "C", "C", "C", "C", "C", "C", "H", "H", "H", "H", "H", "H", "H", "H", "H", "H", "H", "H", "H", "H", "H", "H", "H", "H", "H", "H", "H", "H", "H", "H"],
  "xyz": [[2.329482, 2.927147, 6.904800], [1.148439, -2.676799, 4.737389], [1.698021, 1.168732, 2.615343], [-1.040582, -2.382791, 4.527658], [-0.442373, 1.759384, -4.722791], [-2.635479, -2.290076, 0.181410], [2.243402, 1.754569, 6.568284], [0.107759, -1.979525, 4.802233], [1.742100, 0.107883, 3.235741], [-2.174644, -0.837009, 1.057338], [-1.714940, 0.155547, 0.224906], [-1.706282, -0.253275, -1.175740], [-2.164850, -1.539906, -1.336099], [-0.224025, 2.458903, -5.848208], [-1.066806, 0.576308, -4.804250], [-1.509295, 0.076390, -6.038662], [-1.286928, 0.792429, -7.215509], [-0.630760, 2.013984, -7.124830], [-0.411714, 2.753132, -8.289523], [1.896328, -1.060114, 2.601951], [-1.274000, -0.136193, -3.621458], [1.789447, 1.426066, 5.362415], [2.673715, 0.670980, 7.535626], [1.930946, -1.227376, 1.152407], [-1.199015, 0.589904, -2.327072], [-2.159490, -2.228297, -2.671270], [-1.087272, -1.604115, -3.567314], [0.261510, -0.506602, 5.200168], [1.623160, 0.082715, 4.779485], [-2.214176, -0.761510, 2.142660], [-1.354494, 1.116959, 0.581559], [0.286119, 3.413953, -5.769627], [-2.048224, -0.860140, -6.076943], [-1.624364, 0.406092, -8.171654], [-0.124957, 3.727345, -8.195592], [-0.911598, 2.478429, -9.133364], [1.838832, -1.898452, 3.182462], [1.567001, 2.195705, 4.748830], [1.840209, -0.000131, 7.724511], [2.981926, 1.135252, 8.469765], [3.505332, 0.115661, 7.108899], [2.643307, -0.526168, 0.715658], [2.220790, -2.249369, 0.907767], [0.939486, -1.028586, 0.741402], [-1.801059, 1.503201, -2.379066], [-0.161673, 0.878510, -2.126842], [-1.949409, -3.292970, -2.538611], [-3.143334, -2.126590, -3.137515], [-0.095342, -1.821617, -3.156722], [-1.132257, -2.070652, -4.554082], [0.145677, -0.435793, 6.281692], [-0.535041, 0.080313, 4.737998], [2.411395, -0.571435, 5.152390]],
  "atomic_forces_ev_per_a": [[0.00, 0.60, 0.19], [0.85, 0.06, 0.22], [-0.12, 0.35, 0.20], [-0.11, 0.50, 0.21], [0.04, 0.11, -0.52], [0.70, 1.42, -0.24], [0.42, 0.29, 0.82], [-0.95, -0.80, -0.58], [0.12, 0.86, -0.37], [0.19, 0.42, -0.60], [-0.26, -1.00, -0.45], [-0.25, -0.77, 0.62], [0.30, 0.66, 0.33], [-0.69, -0.87, -0.55], [0.34, 0.12, 0.21], [0.05, 0.12, -0.60], [0.02, -0.44, 1.28], [0.03, 0.47, 0.16], [0.42, 0.43, -0.17], [0.27, -0.99, 0.36], [-0.53, -0.18, 0.24], [-0.19, -0.95, -1.65], [-0.20, 0.04, -0.29], [-0.21, 0.58, 0.52], [0.18, -0.62, -0.27], [-0.01, -0.09, 0.28], [-0.29, 0.68, 0.35], [0.30, 0.04, -0.42], [-0.20, -0.20, 0.55], [-0.11, -0.37, -0.28], [-0.06, -0.20, -0.03], [-0.01, -0.01, 0.20], [-0.01, 0.00, 0.00], [-0.01, 0.04, 0.06], [-0.38, -0.69, -0.21], [0.28, 0.40, 0.64], [-0.10, 0.02, 0.16], [0.02, 0.07, -0.07], [0.06, -0.28, 0.01], [-0.02, 0.07, -0.14], [0.02, -0.24, 0.04], [-0.04, -0.03, -0.05], [-0.01, 0.08, 0.17], [0.02, 0.00, -0.20], [0.18, -0.09, -0.24], [-0.01, 0.17, 0.06], [-0.04, -0.01, -0.09], [0.04, -0.08, -0.14], [0.06, -0.08, 0.08], [-0.01, 0.41, 0.00], [0.05, 0.08, 0.07], [-0.05, -0.04, 0.09], [-0.05, -0.06, 0.04]],
  "mulliken_charge": [-0.72, -0.84, -0.74, -0.77, -0.42, -0.24, 0.69, 0.61, 0.28, -0.24, -1.12, 0.25, 0.42, -0.54, 0.16, -0.43, -0.77, 1.02, -0.52, -0.02, 0.20, -0.07, -0.97, -0.72, -0.62, -0.48, -0.83, -0.60, 0.08, 0.44, 0.39, 0.26, 0.38, 0.29, 0.19, 0.19, 0.31, 0.22, 0.28, 0.31, 0.27, 0.27, 0.35, 0.08, 0.36, 0.27, 0.41, 0.25, 0.28, 0.44, 0.33, 0.11, 0.28]
}

---

{
  "formula": "C19H24NO2",
  "method": "ωB97M-V with the def2-TZVPD basis set",
  "orbital_gap_ev": 4.89,
  "e_above_lowest_kcal_mol": 62.53,
  "total_charge": 1,
  "symbols": ["C", "N", "C", "C", "O", "C", "C", "H", "H", "H", "H", "H", "H", "H", "H", "H", "H", "H", "C", "O", "C", "C", "C", "C", "C", "C", "C", "C", "C", "C", "C", "C", "C", "H", "H", "H", "H", "H", "H", "H", "H", "H", "H", "H", "H", "H"],
  "xyz": [[1.177753, -1.469327, 3.329627], [0.941380, -0.244550, 4.124953], [1.649548, 0.934388, 3.577701], [1.459649, 2.145799, 4.487948], [0.083082, 2.429959, 4.687066], [-0.601089, 1.322282, 5.254436], [-0.480972, 0.082525, 4.368830], [0.696695, -2.321533, 3.800680], [0.780638, -1.353648, 2.325306], [2.242171, -1.673463, 3.263327], [2.709650, 0.683197, 3.459630], [1.258646, 1.144742, 2.577511], [1.909704, 1.971366, 5.471454], [1.925996, 3.048987, 4.076421], [-0.171038, 1.137491, 6.245422], [-1.645201, 1.622570, 5.407791], [-0.973083, 0.252892, 3.405934], [-0.968631, -0.786288, 4.826503], [-3.508434, 3.047532, -4.907754], [-3.794371, 2.607302, -3.602463], [-2.871235, 1.702886, -3.113807], [-3.028133, 1.225194, -1.800475], [-2.146655, 0.332408, -1.264983], [-1.038297, -0.169035, -2.001259], [-0.188770, -1.100310, -1.367492], [1.001742, -1.782737, -1.753437], [1.563307, -2.681599, -0.820424], [2.680104, -3.426107, -1.111763], [3.287272, -3.313125, -2.346058], [2.782840, -2.421913, -3.273661], [1.678703, -1.658367, -2.985349], [-0.897386, 0.315186, -3.322594], [-1.772867, 1.216480, -3.852568], [-4.258214, 3.775555, -5.218829], [-2.526422, 3.522201, -4.922839], [-3.532064, 2.199619, -5.593477], [-3.866201, 1.591604, -1.231572], [-2.291296, -0.004992, -0.251645], [-0.521903, -1.369691, -0.379079], [1.102288, -2.785453, 0.147352], [3.087680, -4.100511, -0.377163], [4.152848, -3.912307, -2.582232], [3.266638, -2.323939, -4.232398], [1.366730, -0.940189, -3.714424], [-0.105960, -0.034595, -3.951974], [-1.616843, 1.561511, -4.858171]],
  "atomic_forces_ev_per_a": [[-0.39, 1.17, 0.91], [0.31, 0.07, 0.24], [-0.29, -0.76, 0.34], [-0.08, -0.08, 0.15], [-0.19, 0.02, -0.41], [0.22, 0.02, 0.05], [0.80, -0.47, -0.16], [-0.10, -0.04, 0.10], [-0.21, -0.04, -0.65], [0.14, 0.08, 0.04], [-0.10, 0.10, 0.17], [-0.11, 0.31, -0.31], [0.17, -0.22, -0.05], [-0.21, -0.24, -0.08], [0.01, -0.28, 0.00], [0.24, -0.09, -0.25], [-0.30, 0.24, -0.22], [0.10, 0.18, 0.09], [0.05, 0.45, -0.96], [1.65, -1.95, 1.62], [-0.90, 0.76, -0.23], [-0.47, 0.38, -0.03], [-0.01, -0.03, -0.05], [0.35, -0.33, 0.13], [-0.18, 0.38, -0.48], [0.28, -0.08, -0.15], [-0.36, 0.14, 0.13], [0.12, -0.20, 0.30], [0.05, -0.15, 0.09], [-0.03, 0.23, -0.41], [-0.07, 0.15, 0.00], [-0.12, 0.03, 0.05], [-0.16, 0.36, -0.41], [0.00, -0.16, 0.31], [-0.04, 0.07, -0.17], [-0.01, 0.11, -0.14], [-0.11, 0.03, 0.15], [-0.05, -0.05, 0.18], [-0.06, -0.03, 0.38], [-0.15, -0.03, 0.20], [-0.01, -0.09, 0.13], [0.10, -0.04, -0.02], [0.03, 0.08, -0.10], [-0.05, 0.05, -0.20], [0.09, 0.00, -0.15], [0.09, -0.06, -0.14]],
  "mulliken_charge": [-0.84, -0.14, -0.46, -0.62, -0.39, -0.62, -0.33, 0.35, 0.15, 0.34, 0.40, 0.27, 0.35, 0.34, 0.35, 0.34, 0.15, 0.41, -0.82, -0.41, 0.98, -0.70, -0.60, 1.04, -0.44, 1.08, -0.42, -0.78, -0.32, -0.99, 0.01, -0.68, -0.70, 0.25, 0.36, 0.35, 0.46, 0.42, 0.24, 0.29, 0.42, 0.42, 0.42, 0.36, 0.27, 0.44]
}

---

| no. | DFT total energy (a.u.) |
| --- | --- |
| 1 | -2020.519583 |
| 2 | -1313.028593 |
| 3 | -1711.475667 |
| 4 | -943.322659 |